Formula: C19H17N5O2S
Source: OMol25
Level of theory: wB97M-V/def2-TZVPD

CARTESIAN COORDINATES (ANGSTROEM)
1 C -1.840 -0.812 -1.111
2 H -5.446 -2.211 0.350
3 C -4.314 -1.762 -3.382
4 C 3.820 1.285 2.831
5 C -3.875 -1.595 -0.995
6 H 2.108 2.922 -1.112
7 C 2.652 -0.756 2.241
8 C -3.460 -1.433 -2.338
9 C 0.930 1.610 -2.206
10 N 1.747 1.964 -1.157
11 H -6.252 -2.514 -3.843
12 C 4.282 0.734 4.007
13 H -1.168 -2.698 1.304
14 C 3.116 -1.310 3.425
15 H -0.319 0.002 -2.911
16 C 3.013 0.546 1.946
17 H -3.701 -1.005 1.624
18 O 3.369 3.730 0.440
19 N 4.019 2.559 2.314
20 H 4.903 1.297 4.687
21 C 3.918 -0.578 4.289
22 H 4.561 3.281 2.762
23 C -2.162 -2.526 1.711
24 S -0.293 -0.233 -0.546
25 H -6.952 -2.792 -1.520
26 N -2.178 -0.944 -2.363
27 C 0.450 0.180 -2.158
28 C -5.563 -2.248 -3.055
29 H -2.099 -2.516 2.796
30 O 0.664 2.394 -3.081
31 C 3.376 2.722 1.119
32 H -2.038 -0.379 1.507
33 H 2.022 -1.307 1.562
34 C -5.130 -2.084 -0.675
35 H 2.851 -2.324 3.681
36 H 4.268 -1.034 5.203
37 C -5.965 -2.407 -1.728
38 N 2.001 1.095 -0.190
39 H 1.298 -0.491 -2.300
40 C 2.705 1.414 0.832
41 N -2.813 -1.174 -0.226
42 H -4.002 -1.637 -4.406
43 C -2.707 -1.192 1.207
44 H -2.813 -3.341 1.403

Properties
HOMO: -8.0 eV
Relative energy (zero: lowest compared OMol25 entry of this formula, charge and spin): 0.0 kJ/mol
SMILES string: CCn1c(SCC(=O)N/N=C2\C(=O)Nc3ccccc32)nc2ccccc21
E: -42360.5920 eV
Kohn-Sham gap: 7.227 eV
Max |F|: 1.25 eV Å⁻¹
Charge: 0

How positive or negative is each atom? The Mulliken charges in e answer that: 0.069 0.332 -0.663 -0.613 0.911 0.229 -0.415 0.186 0.435 -0.104 0.374 -0.710 0.246 -0.732 0.360 0.939 0.366 -0.676 0.036 0.407 -0.458 0.203 -0.896 0.017 0.386 -0.633 -0.508 -0.455 0.365 -0.597 0.254 0.418 0.505 -0.772 0.406 0.388 -0.632 -0.145 0.439 0.562 0.306 0.437 -0.885 0.317

=====

Formula: C19H18Cl2IrN2OPSe2
Source: OMol25
Level of theory: wB97M-V/def2-TZVPD

CARTESIAN COORDINATES (ANGSTROEM)
1 C -4.857 -1.769 2.444
2 C -4.131 3.365 -3.159
3 H -5.568 -2.412 3.045
4 C -3.462 2.244 -3.647
5 C 6.077 -1.007 2.214
6 C 4.446 -2.781 1.875
7 C 3.583 1.490 -2.876
8 H -4.469 4.608 -1.414
9 H 4.136 2.130 -2.227
10 H 8.007 -0.538 1.774
11 C -4.499 -0.561 0.390
12 H -3.547 2.008 -4.722
13 C 3.825 -0.550 1.174
14 C -5.310 -1.390 1.183
15 H -1.762 -0.464 2.403
16 H -3.190 -1.693 3.875
17 H -4.700 3.984 -3.819
18 H 3.039 -4.343 1.463
19 C -2.812 1.378 -2.788
20 H -6.253 -1.576 0.756
21 Cl 1.923 2.103 -3.005
22 H -2.289 0.480 -3.185
23 C 3.241 -3.270 1.397
24 H 3.949 1.451 -3.895
25 N 2.630 -1.010 0.826
26 Se -0.368 1.739 1.006
27 H 7.255 -1.510 0.623
28 P -1.949 0.559 -0.219
29 C -2.712 1.653 -1.439
30 H 4.032 0.513 1.023
31 C 4.752 -1.450 1.760
32 N 7.220 -1.110 1.541
33 O 5.838 -0.524 3.319
34 Cl 3.588 -0.188 -2.153
35 Se -0.574 -0.750 -1.561
36 H -3.328 3.066 0.156
37 C -3.176 -0.252 0.774
38 C -3.571 -1.441 2.874
39 C -3.952 3.684 -1.790
40 H 5.178 -3.452 2.307
41 H 1.269 -2.542 0.614
42 H -4.909 -0.182 -0.551
43 C -2.774 -0.691 2.056
44 C -3.357 2.787 -0.909
45 C 2.285 -2.316 0.908
46 Ir 1.245 0.531 -0.422

Properties
HOMO (spin up / spin down): -16.9 / -16.9 eV
2S+1: 6
E: -192857.2470 eV
Kohn-Sham gap (spin up / spin down): 7.791 / 3.873 eV
Max |F|: 2.64 eV Å⁻¹
Charge: +3

How positive or negative is each atom? The Mulliken charges in e answer that: -0.324 -0.529 0.353 -0.587 0.239 -0.019 -0.286 0.349 0.310 0.293 -0.260 0.386 -0.023 -0.713 0.085 0.396 0.442 0.444 -0.388 0.457 -0.044 0.293 -0.839 0.365 -0.493 -0.149 0.264 0.468 1.106 0.492 0.147 -0.275 -0.164 -0.105 -0.177 0.377 0.947 -0.681 -0.626 0.528 0.479 0.404 -0.390 -0.468 -0.093 1.005

=====

Formula: C19H18Cl4N4O5OsPSSbSe4
Source: OMol25
Level of theory: wB97M-V/def2-TZVPD

CARTESIAN COORDINATES (ANGSTROEM)
1 H 2.495 2.438 0.374
2 C 2.324 -1.966 -1.896
3 Se -5.742 0.820 -0.729
4 H 2.700 1.498 -1.116
5 C 3.401 -2.448 -2.644
6 H 5.384 -0.298 0.559
7 C -2.759 0.014 3.148
8 P 3.022 0.098 0.853
9 H -0.693 -0.168 2.591
10 O 1.073 1.681 2.010
11 O 1.841 -0.831 0.996
12 H -3.721 3.224 -1.485
13 C -1.568 1.386 -3.289
14 C -2.774 2.013 -3.002
15 Cl 4.468 -1.309 -3.411
16 H -2.850 -1.006 3.495
17 H 4.571 1.080 2.441
18 C 3.063 1.650 -0.103
19 C -0.787 1.917 -1.225
20 H -3.632 1.924 -3.651
21 O 2.078 -0.699 -1.680
22 H -1.405 0.858 -4.222
23 N -5.091 0.402 3.648
24 N -0.557 1.360 -2.436
25 Cl 0.538 -5.415 -0.804
26 Sb -4.074 -0.937 -1.085
27 H -5.200 -0.604 3.649
28 H 4.502 -0.769 -0.888
29 H -2.489 3.577 1.662
30 N 0.135 1.568 -0.254
31 C 3.644 -3.819 -2.776
32 C 3.653 0.498 2.518
33 H 4.443 -1.815 0.542
34 C -1.486 1.758 2.095
35 C -1.567 0.476 2.623
36 Os 0.288 -0.494 -0.428
37 H 2.906 1.053 3.076
38 C 1.654 -4.302 -1.506
39 Se -1.749 -0.684 -0.618
40 H 3.860 -0.447 3.023
41 C 4.477 -0.782 0.194
42 C -2.830 2.693 -1.801
43 H -4.659 2.772 2.634
44 Se -5.075 -2.721 0.217
45 O 0.354 -2.497 -0.728
46 H -5.894 0.853 3.235
47 O 0.008 3.692 1.124
48 C 2.776 -4.741 -2.213
49 Se -4.598 -1.268 -3.445
50 C -2.587 2.604 2.120
51 Cl 5.030 -4.381 -3.655
52 C -3.769 2.156 2.663
53 S -0.021 2.261 1.256
54 C 1.422 -2.937 -1.349
55 N -1.835 2.674 -0.916
56 H 4.118 1.934 -0.149
57 Cl 3.075 -6.436 -2.383
58 C -3.890 0.843 3.147

Properties
HOMO (spin up / spin down): -1.4 / -1.4 eV
2S+1: 5
Relative energy (zero: lowest compared OMol25 entry of this formula, charge and spin): 435.5 kJ/mol
E: -376798.5296 eV
Kohn-Sham gap (spin up / spin down): 5.083 / 4.330 eV
Max |F|: 6.91 eV Å⁻¹
Charge: -2

How positive or negative is each atom? The Mulliken charges in e answer that: 0.397 -0.350 -0.703 0.264 0.640 0.455 -0.692 1.907 0.414 -0.712 -1.048 0.387 -0.207 -0.556 -0.235 0.284 0.368 -1.282 -0.257 0.437 -0.996 0.394 -0.587 -0.313 -0.207 0.742 0.266 0.196 0.444 -0.125 0.061 -1.244 0.356 -0.422 -0.488 1.458 0.333 -0.023 0.415 0.375 -1.306 -0.243 0.221 -0.719 -0.767 0.252 -0.745 0.505 -0.691 -0.258 -0.240 -0.731 1.232 0.329 -0.235 0.515 -0.236 0.972

=====

Formula: C19H18ClFN2O3
Source: OMol25
Level of theory: wB97M-V/def2-TZVPD

CARTESIAN COORDINATES (ANGSTROEM)
1 C -2.606 -1.255 0.250
2 H 2.039 3.326 -1.306
3 C 0.754 1.618 -1.528
4 C -3.548 -1.729 -0.665
5 C -0.393 -1.425 1.464
6 C 1.202 2.749 0.604
7 O 2.645 -0.640 -1.661
8 H 2.771 1.906 -0.633
9 H -0.672 3.217 -1.647
10 O -0.023 1.393 -3.751
11 H -0.370 -0.396 4.757
12 C -3.284 -2.905 -1.431
13 F -4.129 -3.445 -2.375
14 H -1.884 -4.366 -1.916
15 C 0.003 -0.706 3.782
16 H -2.894 -0.382 0.829
17 C -1.360 -1.872 0.406
18 H 2.175 1.849 -4.489
19 H 2.565 -2.018 0.074
20 N 0.646 0.260 -1.019
21 C 1.005 -1.325 1.210
22 C 1.398 -0.599 3.520
23 C -1.076 -3.000 -0.388
24 C 0.950 1.691 -3.040
25 O 2.175 1.967 -3.543
26 H -0.800 2.043 1.098
27 C -0.867 -1.066 2.734
28 H -1.921 -1.164 2.974
29 H -0.220 -3.608 -0.243
30 Cl 2.505 -0.106 4.756
31 C -0.308 2.747 0.395
32 H -0.685 3.758 0.518
33 H 2.954 -0.856 2.175
34 C -0.542 2.332 -1.024
35 C 1.802 2.431 -0.754
36 H 1.581 3.715 0.903
37 N 1.644 -1.613 -0.006
38 H -4.513 -1.200 -0.779
39 C 1.646 -0.646 -0.936
40 C -2.016 -3.468 -1.316
41 C 1.879 -0.935 2.272
42 H 1.414 1.962 1.366
43 H -0.220 0.052 -0.525
44 H -1.422 1.708 -1.109

Properties
HOMO: -8.8 eV
Relative energy (zero: lowest compared OMol25 entry of this formula, charge and spin): 17.5 kJ/mol
SMILES string: O=C(Nc1cc(Cl)ccc1-c1ccc(F)cc1)NC1(C(=O)O)CCCC1
E: -44358.6190 eV
Kohn-Sham gap: 9.064 eV
Max |F|: 3.72 eV Å⁻¹
Charge: 0

How positive or negative is each atom? The Mulliken charges in e answer that: -0.072 0.502 1.510 -0.742 0.168 -0.309 -0.716 0.380 0.463 -0.611 0.413 0.276 -0.307 0.392 -0.762 0.445 -0.044 0.377 0.397 0.339 0.703 0.150 -0.187 -0.232 -0.428 0.087 -0.681 0.483 0.477 -0.217 -0.307 0.469 0.400 -1.667 -1.068 0.473 0.081 0.367 0.329 -0.689 -0.842 -0.037 -0.198 0.434

=====

Formula: C19H18CoN6S2
Source: OMol25
Level of theory: wB97M-V/def2-TZVPD

CARTESIAN COORDINATES (ANGSTROEM)
1 C -0.470 -0.562 -2.646
2 H 5.224 1.111 -0.316
3 N -0.291 2.094 -1.316
4 C 0.278 -1.590 0.848
5 H 0.332 -0.022 -3.155
6 C 0.927 2.254 -1.674
7 C 0.730 -2.519 -1.677
8 S -2.206 2.773 0.522
9 N 1.462 1.398 0.453
10 H -0.869 -1.292 -3.350
11 H 1.746 -4.174 -0.800
12 C 1.210 -3.246 -0.638
13 N -0.114 -0.817 -0.227
14 H 3.637 1.939 -2.055
15 C 2.310 0.964 1.378
16 H 1.922 -4.471 1.667
17 C 1.941 1.738 -0.756
18 N -3.334 3.650 -1.725
19 C -2.252 3.036 -1.198
20 H -3.987 4.086 -1.100
21 C -4.434 -0.008 1.349
22 Co -0.672 1.111 0.306
23 H 0.055 -1.585 4.232
24 C 1.055 -3.099 3.066
25 H 4.325 0.495 1.931
26 H -5.471 -0.330 1.272
27 H 1.180 2.838 -2.553
28 H 1.355 -3.666 3.939
29 N -1.277 2.719 -2.019
30 N -3.210 -0.368 -0.920
31 C 0.054 -1.291 -1.445
32 C 4.167 1.195 -0.101
33 H 1.868 0.706 2.333
34 H -3.918 -0.569 2.125
35 C 1.375 -3.548 1.813
36 H -1.261 0.130 -2.380
37 C -0.077 -1.149 2.159
38 H 0.854 -2.850 -2.699
39 S -1.021 0.305 2.343
40 C 0.973 -2.803 0.684
41 H -3.269 3.991 -2.669
42 C 3.672 0.848 1.146
43 C -3.744 -0.210 0.084
44 H -4.391 1.051 1.601
45 C 3.290 1.653 -1.071
46 C 0.324 -1.913 3.236

Properties
HOMO (spin up / spin down): -7.1 / -7.0 eV
2S+1: 2
Relative energy (zero: lowest compared OMol25 entry of this formula, charge and spin): 0.0 kJ/mol
E: -88235.1394 eV
Kohn-Sham gap (spin up / spin down): 6.869 / 6.830 eV
Max |F|: 0.27 eV Å⁻¹
Charge: 0

How positive or negative is each atom? The Mulliken charges in e answer that: -1.721 0.425 1.299 -0.188 0.267 -0.832 -0.832 -0.492 -0.023 0.538 0.409 -1.038 0.676 0.420 -0.039 0.377 1.000 -0.441 0.676 0.214 -0.944 -0.353 0.462 -0.699 0.417 0.370 0.391 0.382 -1.379 -0.420 0.932 -0.259 0.509 0.253 -0.818 0.199 0.513 0.494 -0.367 0.853 0.246 -0.850 0.501 0.253 -0.964 -0.413